Computed, not measured: a molecular structure, C66H57FGeIrN2O2P3S, with the ωB97M-V functional and the def2-TZVPD basis.

The value obtained for the highest occupied orbital energy (spin up / spin down) is -12.269 / -12.217 eV. The calculation puts the frontier orbital gap (spin up / spin down) at 5.94 / 5.90 eV. As for the LUMO energy (spin up / spin down): -6.331 / -6.314 eV. Its total charge is +2. The calculation puts the energy above the lowest of the compared OMol25 structures with the same formula, charge and spin at 4.113 eV.

Each line ends with the Löwdin charge.
Atoms and positions in Å:
1 Ir 0.029 -0.048 0.157  0.8153
2 Ge -0.921 1.665 -2.709  0.8956
3 S 1.246 -0.136 2.412  0.7646
4 P -1.517 2.175 0.555  1.1140
5 P 1.642 1.679 -0.127  0.9044
6 P 0.440 -1.443 -1.842  1.0657
7 F -1.713 2.470 -4.064  -0.2620
8 O 0.237 -2.159 0.663  -0.3237
9 O -1.994 -0.982 -0.020  -0.1637
10 N 2.198 -2.501 3.186  0.0666
11 N 0.116 -1.972 3.964  0.0692
12 C 0.609 1.158 -4.988  -0.0714
13 C 1.478 2.882 -1.485  -0.3941
14 C 4.683 0.058 -2.245  -0.0483
15 C 0.063 -4.375 1.358  -0.0243
16 C -0.965 -2.444 -2.437  -0.3014
17 C -1.287 2.063 4.643  -0.0388
18 C -2.250 -4.496 -2.433  -0.0528
19 C -2.703 -4.286 1.306  -0.0121
20 C 1.891 4.846 3.268  -0.0550
21 C -1.231 2.482 3.320  -0.1012
22 C 1.173 5.079 2.101  -0.0568
23 C 1.905 -1.164 -4.199  -0.0699
24 C 0.278 0.568 -3.766  -0.2838
25 C 0.024 -3.179 4.800  -0.1244
26 C 5.374 -0.095 0.049  -0.0726
27 C -1.703 1.654 2.296  -0.3827
28 C -1.743 4.808 -0.430  -0.0899
29 C -3.690 1.010 -2.663  -0.0914
30 C 3.283 0.984 -0.497  -0.3620
31 C 3.869 -4.395 -0.951  -0.0578
32 C 2.536 3.799 -1.544  -0.0805
33 C 2.919 -4.714 -1.910  -0.0524
34 C -1.859 -1.912 -3.371  -0.0680
35 C -2.930 -2.666 -3.832  -0.0523
36 C -1.793 0.807 4.961  -0.0588
37 C 2.497 3.613 3.462  -0.0511
38 C 1.577 0.592 -5.806  -0.0392
39 C -2.258 -0.023 3.949  -0.1080
40 C -2.089 -5.416 1.766  -0.0662
41 C 3.530 0.724 -1.850  -0.0941
42 C 2.322 -3.705 4.032  -0.1308
43 C -0.555 -3.167 0.970  -0.3460
44 C -2.207 0.391 2.624  -0.1138
45 C 1.740 2.863 1.282  -0.3456
46 C -3.370 5.686 1.631  -0.0458
47 C 0.378 3.040 -2.320  -0.2976
48 C 4.216 0.561 0.451  -0.0976
49 C -3.129 -3.958 -3.362  -0.0607
50 C -1.178 -3.744 -1.967  -0.0967
51 C -2.584 -2.053 0.225  -0.3511
52 C 1.359 5.081 -3.191  -0.0335
53 C 1.161 -1.684 3.208  -0.6926
54 C 2.482 4.887 -2.393  -0.0337
55 C 0.331 4.152 -3.175  -0.0981
56 C -1.955 -3.161 0.879  -0.1249
57 C 1.424 -3.560 5.245  -0.1401
58 C -3.090 6.534 0.566  -0.0506
59 C 1.089 4.097 1.126  -0.1280
60 C -2.011 3.959 0.642  -0.3125
61 C 2.759 -2.292 -0.556  -0.1068
62 C 2.420 2.627 2.483  -0.1452
63 C -4.184 1.423 0.048  -0.0732
64 C -4.982 0.918 -2.167  -0.0532
65 C 1.888 -3.828 -2.196  -0.0918
66 C -5.228 1.116 -0.810  -0.0585
67 C -4.006 -2.162 -0.244  0.0373
68 C -2.837 4.402 1.674  -0.0778
69 C 0.927 -0.600 -3.372  -0.3782
70 C -2.885 1.528 -0.445  -0.3951
71 C 2.229 -0.567 -5.410  -0.0493
72 C 5.605 -0.360 -1.296  -0.0597
73 C 3.796 -3.176 -0.285  -0.0705
74 C -0.682 -5.465 1.747  -0.0481
75 C 1.792 -2.615 -1.510  -0.3351
76 C -2.277 6.090 -0.469  -0.0428
77 C -2.628 1.323 -1.809  -0.2686
78 H -0.493 -4.189 -1.260  0.0985
79 H -2.388 -5.508 -2.069  0.1189
80 H 0.686 6.036 1.937  0.1213
81 H -3.515 0.887 -3.727  0.1089
82 H -0.825 3.458 3.086  0.0971
83 H 1.165 -4.084 -2.960  0.1154
84 H 2.886 1.681 2.681  0.0191
85 H -0.527 4.285 -3.827  0.1105
86 H 2.990 -1.012 -6.042  0.1175
87 H 2.828 1.058 -2.607  0.0977
88 H 6.503 -0.886 -1.602  0.1184
89 H -4.690 -2.018 0.599  0.1142
90 H 3.361 -3.805 4.334  0.1305
91 H 1.824 1.060 -6.753  0.1182
92 H -4.196 -1.384 -0.978  0.0731
93 H 2.417 -2.067 -3.899  0.0997
94 H -3.509 7.535 0.543  0.1179
95 H -1.707 -0.923 -3.778  0.0808
96 H 0.535 4.319 0.226  0.0726
97 H 4.859 -0.127 -3.300  0.1157
98 H 4.561 -2.907 0.441  0.1053
99 H 2.053 -4.587 3.456  0.1111
100 H 1.286 5.953 -3.833  0.1196
101 H 3.307 5.591 -2.423  0.1201
102 H 2.950 -2.244 2.573  0.1234
103 H -2.689 -0.992 4.192  0.1211
104 H 3.051 3.415 4.372  0.1162
105 H 4.671 -5.092 -0.729  0.1141
106 H 0.102 2.063 -5.303  0.1059
107 H 1.400 -4.492 5.805  0.1295
108 H -3.959 -4.550 -3.730  0.1169
109 H 1.818 -2.781 5.900  0.1295
110 H 1.148 -4.409 1.313  0.1154
111 H -0.612 -2.960 5.653  0.1313
112 H -3.787 -4.249 1.264  0.1221
113 H -0.616 -1.283 3.975  0.0660
114 H -4.016 6.020 2.436  0.1175
115 H -2.669 -6.265 2.105  0.1140
116 H 2.981 -5.654 -2.448  0.1165
117 H 3.400 3.666 -0.901  0.1255
118 H -1.129 4.471 -1.244  0.0658
119 H -0.435 -3.980 4.234  0.1101
120 H -6.239 1.043 -0.424  0.1196
121 H -2.062 6.738 -1.316  0.1188
122 H -4.378 1.591 1.102  0.1163
123 H -5.803 0.702 -2.841  0.1189
124 H 1.978 5.624 4.020  0.1174
125 H 2.692 -1.354 -0.017  0.0540
126 H 4.066 0.745 1.503  0.0766
127 H -2.604 -0.248 1.846  0.0835
128 H -3.087 3.763 2.507  0.1024
129 H -3.603 -2.246 -4.572  0.1171
130 H -0.180 -6.381 2.041  0.1195
131 H -0.947 2.729 5.432  0.1203
132 H -4.197 -3.140 -0.686  0.0908
133 H -1.841 0.487 5.996  0.1182
134 H 6.102 -0.395 0.795  0.1154



Computed, not measured: a molecular structure, C24H44LaO3P2S, with the ωB97M-V functional and the def2-TZVPD basis.

The value obtained for the highest occupied orbital energy is -10.034 eV. The calculation puts the frontier orbital gap at 6.33 eV. As for the LUMO energy: -3.699 eV. Its total charge is +1.

Each line ends with the Löwdin charge.
Atoms and positions in Å:
1 La 1.480 -0.798 0.664  1.7173
2 S 3.626 1.287 1.127  0.4716
3 P 0.602 0.318 -1.506  0.7165
4 P 2.313 -2.152 -1.401  0.7377
5 O 2.118 1.534 1.162  -0.5128
6 O 4.280 1.789 -0.060  -0.2972
7 O 3.754 -0.218 1.331  -0.5110
8 C -0.308 -0.240 -2.994  -0.2398
9 C -0.600 -1.213 2.436  -0.3668
10 C 0.711 -3.117 2.547  -0.2829
11 C -0.410 -2.527 1.883  -0.3476
12 C 1.227 -2.171 3.480  -0.2669
13 C -3.555 4.156 -0.881  -0.1762
14 C -2.885 1.390 -2.156  -0.1234
15 C 0.662 0.273 4.152  -0.0388
16 C -2.165 3.600 -1.337  -0.1886
17 C 1.137 -3.093 -2.537  -0.2466
18 C -1.200 -3.146 0.782  -0.0480
19 C 1.086 1.978 -2.152  -0.2214
20 C 1.261 -4.475 2.291  -0.0452
21 C -4.455 3.195 -0.137  -0.1102
22 C -1.584 -0.186 1.995  -0.0608
23 C 4.337 2.028 2.589  -0.1071
24 C 0.431 -0.992 3.407  -0.3037
25 C -2.063 2.107 -1.386  -0.1603
26 C 2.284 -0.358 -1.899  -0.6186
27 C 3.863 -2.266 -2.390  -0.2512
28 C -3.982 2.046 -2.913  -0.1884
29 C -5.285 2.324 -0.714  -0.1160
30 C -5.366 2.088 -2.191  -0.1691
31 C 2.420 -2.365 4.346  -0.0377
32 H 1.639 2.571 -1.413  0.0583
33 H -1.076 -4.237 0.785  0.0819
34 H 3.348 -2.004 3.866  0.0841
35 H -5.948 2.885 -2.678  0.1203
36 H 1.808 -4.856 3.165  0.0785
37 H 1.265 -4.146 -2.237  0.0558
38 H -1.390 4.053 -0.690  0.1118
39 H 0.132 -1.082 -3.525  0.0273
40 H -2.266 -2.918 0.917  0.0901
41 H 3.776 1.755 3.494  0.0773
42 H 4.325 3.112 2.421  0.0832
43 H -1.335 -0.515 -2.748  0.0235
44 H 0.170 2.500 -2.438  0.0328
45 H 1.449 -2.974 -3.585  0.0567
46 H -0.278 0.664 4.566  0.0910
47 H -3.340 4.992 -0.199  0.1069
48 H 2.448 -0.267 -2.994  0.0907
49 H -5.951 1.716 -0.107  0.1029
50 H 1.085 1.071 3.518  0.0627
51 H -2.235 -0.554 1.189  0.0792
52 H -5.868 1.129 -2.398  0.1111
53 H -4.079 1.473 -3.843  0.1130
54 H 2.566 -3.431 4.578  0.0777
55 H -1.940 3.993 -2.351  0.1176
56 H -1.267 1.669 -0.789  0.0360
57 H 5.374 1.676 2.672  0.0859
58 H -1.101 0.741 1.625  0.0679
59 H 3.117 0.229 -1.440  0.0551
60 H -2.842 0.299 -2.236  0.0942
61 H 0.061 -2.846 -2.470  0.0311
62 H -4.401 3.260 0.955  0.1066
63 H 1.719 1.787 -3.032  0.0654
64 H -3.728 3.062 -3.248  0.1053
65 H 0.460 -5.192 2.060  0.0799
66 H -0.928 -2.806 -0.237  0.0526
67 H 4.607 -1.565 -1.994  0.0647
68 H 2.308 -1.818 5.294  0.0804
69 H -0.316 0.623 -3.667  0.0663
70 H 4.246 -3.283 -2.427  0.0534
71 H 3.616 -1.946 -3.409  0.0529
72 H 1.368 0.121 4.979  0.0783
73 H -2.224 0.117 2.840  0.0963
74 H 1.960 -4.466 1.438  0.0732
75 H -4.068 4.613 -1.743  0.1131



Computed, not measured: a single C4H6N2O molecule, with the ωB97M-V functional and the def2-TZVPD basis.

The value obtained for the highest occupied orbital energy is -9.710 eV. Its structure (SMILES) is O=CNC[C@H]1C=N1. The calculation puts the frontier orbital gap at 10.55 eV. As for the LUMO energy: 0.841 eV. Its total charge is 0. The calculation puts the energy above the lowest of the compared OMol25 structures with the same formula, charge and spin at 3.145 eV.

Each line ends with the natural charge from an NBO analysis.
Atoms and positions in Å:
1 O -0.399 0.237 2.667  -0.5771
2 N 1.262 -1.264 0.081  -0.2899
3 N -1.198 0.073 0.516  -0.6424
4 C 1.683 -0.099 -0.132  0.0396
5 C 0.621 -0.467 -1.035  -0.1518
6 C -0.831 -0.017 -0.881  -0.2398
7 C -0.319 0.474 1.485  0.5458
8 H 0.484 1.102 1.061  0.0882
9 H -2.153 -0.032 0.802  0.4086
10 H 0.897 -0.779 -2.039  0.1917
11 H 2.408 0.606 0.258  0.2229
12 H -0.985 0.931 -1.418  0.1898
13 H -1.471 -0.767 -1.365  0.2144



Number 1: E_tot -177206.5597 eV. Number 2: E_tot -62010.5863 eV. Number 3: E_tot -9270.3570 eV.